(1)
Entry from the Open Molecules 2025 dataset: C3H7NO4 in the gas phase at a distorted geometry (ωB97M-V/def2-TZVPD).

Geometry as XYZ:
```
15
Properties=species:S:1:pos:R:3:forces:R:3:nbo_charge:R:1
C -1.249 0.640 0.042 0.1 0.5 -0.3 1.06
C 0.459 -0.879 -0.597 -0.1 0.1 0.2 0.21
C 0.744 -0.887 0.928 0.0 0.3 -0.1 -0.09
N 1.368 -0.106 -1.350 -0.1 0.0 0.0 -0.83
O -0.974 -0.427 -0.674 0.1 0.2 0.4 -0.50
O 0.084 0.181 1.534 0.1 0.4 -0.2 -0.77
O -0.561 1.754 0.037 -0.5 -0.4 -0.1 -0.77
O -2.520 0.674 0.408 0.4 -0.1 -0.1 -0.63
H 0.135 1.318 0.885 -0.1 -1.1 0.3 0.52
H -2.697 1.554 0.771 0.1 0.0 0.0 0.51
H 0.398 -1.882 -1.014 0.0 0.1 0.0 0.20
H 1.429 0.856 -1.041 0.0 -0.1 0.0 0.38
H 1.174 -0.125 -2.342 0.0 0.0 0.1 0.37
H 0.379 -1.831 1.349 0.0 0.1 0.0 0.17
H 1.829 -0.839 1.065 0.0 0.0 0.0 0.19
```
Positions in Å, forces in eV/Å.

As for the HOMO energy: -9.7 eV. Its maximum force is 1.2 eV/A. For the energy relative to the best compared isomer or geometry (same formula, charge and spin), the calculation gives 2.723 eV. Its net charge is 0. The frontier orbital gap comes out at 10.4 eV.

=====

(2)
Entry from the Open Molecules 2025 dataset: C3H7NOS in the gas phase at a distorted geometry (ωB97M-V/def2-TZVPD).

Geometry as XYZ:
```
13
Properties=species:S:1:pos:R:3:forces:R:3:nbo_charge:R:1
N -0.007 -1.948 1.335 0.0 3.0 1.8 -0.86
C 0.029 -0.476 1.208 2.2 -3.8 -2.0 0.70
O 0.496 0.279 2.008 -0.6 0.0 0.1 -0.56
C -0.421 -0.184 -0.243 -1.0 0.7 -1.6 -0.56
C -0.316 1.393 -0.583 2.4 -1.7 0.2 -0.50
S 0.496 1.693 -2.240 -2.0 0.1 0.1 -0.06
H 0.720 -2.442 1.821 0.1 0.4 0.5 0.39
H -0.195 -2.366 0.483 -0.5 -0.9 -1.8 0.36
H -0.064 -0.805 -1.272 -0.1 1.4 3.4 0.26
H -1.465 -0.626 -0.145 0.5 1.3 -0.6 0.24
H 0.219 2.025 0.172 -0.1 -1.2 -0.4 0.25
H -1.253 1.827 -0.594 -2.0 0.8 -0.6 0.22
H 1.760 1.630 -1.949 1.1 -0.1 0.7 0.12
```
Positions in Å, forces in eV/Å.

As for the HOMO energy: -9.3 eV. Its maximum force is 4.8 eV/A. For the energy relative to the best compared isomer or geometry (same formula, charge and spin), the calculation gives 1.628 eV. As for the structure (SMILES): NC(=O)CCS. Its net charge is 0. The frontier orbital gap comes out at 10.0 eV.

=====

> Number 2 is which compound?

C3H7NOS

=====

Copy entry 1 word for word.
Entry from the Open Molecules 2025 dataset: C3H7NO4 in the gas phase at a distorted geometry (ωB97M-V/def2-TZVPD).

Geometry as XYZ:
```
15
Properties=species:S:1:pos:R:3:forces:R:3:nbo_charge:R:1
C -1.249 0.640 0.042 0.1 0.5 -0.3 1.06
C 0.459 -0.879 -0.597 -0.1 0.1 0.2 0.21
C 0.744 -0.887 0.928 0.0 0.3 -0.1 -0.09
N 1.368 -0.106 -1.350 -0.1 0.0 0.0 -0.83
O -0.974 -0.427 -0.674 0.1 0.2 0.4 -0.50
O 0.084 0.181 1.534 0.1 0.4 -0.2 -0.77
O -0.561 1.754 0.037 -0.5 -0.4 -0.1 -0.77
O -2.520 0.674 0.408 0.4 -0.1 -0.1 -0.63
H 0.135 1.318 0.885 -0.1 -1.1 0.3 0.52
H -2.697 1.554 0.771 0.1 0.0 0.0 0.51
H 0.398 -1.882 -1.014 0.0 0.1 0.0 0.20
H 1.429 0.856 -1.041 0.0 -0.1 0.0 0.38
H 1.174 -0.125 -2.342 0.0 0.0 0.1 0.37
H 0.379 -1.831 1.349 0.0 0.1 0.0 0.17
H 1.829 -0.839 1.065 0.0 0.0 0.0 0.19
```
Positions in Å, forces in eV/Å.

As for the HOMO energy: -9.7 eV. Its maximum force is 1.2 eV/A. For the energy relative to the best compared isomer or geometry (same formula, charge and spin), the calculation gives 2.723 eV. Its net charge is 0. The frontier orbital gap comes out at 10.4 eV.